The following is a quantum chemistry calculation of C34H43KN3O3P as an isolated structure at a distorted geometry, from the Open Molecules 2025 dataset.

Each line ends with the Mulliken charge.
Cartesian coordinates (Å):
K: -1.58 -0.38 -1.82  1.087
O: -5.99 5.39 -0.43  -0.729
C: -4.94 5.47 -1.09  0.569
O: -4.31 6.47 -1.44  -0.733
C: -4.25 4.09 -1.41  -0.967
C: -3.03 4.04 -2.07  -0.651
C: -2.43 2.81 -2.31  0.937
N: -3.03 1.66 -1.98  -0.227
C: -4.20 1.69 -1.34  0.854
C: -4.84 2.89 -1.04  -0.632
C: -4.81 0.38 -0.92  0.475
C: -6.05 0.37 -0.27  -0.735
C: -6.60 -0.83 0.14  -0.481
C: -5.91 -2.00 -0.12  -0.747
C: -4.69 -1.90 -0.78  -0.140
N: -4.15 -0.76 -1.17  -0.003
C: -1.08 2.73 -2.96  0.316
C: -0.27 3.87 -3.01  -0.650
C: 0.97 3.80 -3.61  -0.504
C: 1.38 2.60 -4.15  -0.666
C: 0.52 1.51 -4.04  -0.306
N: -0.66 1.57 -3.46  -0.369
H: -2.60 4.99 -2.35  0.506
H: -5.78 2.97 -0.52  0.576
H: -6.58 1.29 -0.08  0.416
H: -7.56 -0.85 0.64  0.454
H: -6.29 -2.97 0.17  0.391
H: -4.12 -2.79 -1.00  0.408
H: -0.62 4.79 -2.58  0.331
H: 1.60 4.68 -3.66  0.458
H: 2.33 2.49 -4.64  0.439
H: 0.80 0.55 -4.44  0.482
O: -0.56 -0.47 0.27  -0.828
P: 0.63 -1.27 0.73  0.493
C: 1.01 -2.46 -0.62  0.175
C: 1.94 -3.64 -0.36  -1.240
C: 3.42 -3.36 -0.59  -0.276
C: 3.65 -2.78 -1.97  -1.286
C: 2.81 -1.53 -2.17  0.273
C: 1.33 -1.81 -1.98  -0.034
C: 1.94 -0.05 1.12  0.919
C: 3.40 -0.47 1.31  -0.957
C: 4.18 0.66 2.00  -1.159
C: 3.69 2.04 1.55  -0.749
C: 3.15 1.96 0.14  -0.968
C: 1.88 1.12 0.10  -0.639
C: 0.18 -2.35 2.15  0.374
C: 1.26 -2.75 3.15  -1.291
C: 1.56 -1.71 4.22  -0.093
C: 0.29 -1.23 4.91  -1.048
C: -0.71 -0.72 3.89  -0.256
C: -1.05 -1.81 2.89  -1.452
H: -0.01 -2.89 -0.70  0.512
H: 1.63 -4.44 -1.05  0.599
H: 1.78 -4.04 0.64  0.275
H: 3.98 -4.30 -0.49  0.414
H: 3.82 -2.69 0.18  0.091
H: 3.38 -3.51 -2.73  0.424
H: 4.71 -2.55 -2.13  0.459
H: 2.98 -1.11 -3.17  0.536
H: 3.13 -0.75 -1.47  -0.415
H: 1.01 -2.50 -2.76  0.582
H: 0.76 -0.89 -2.11  -1.208
H: 1.59 0.36 2.08  0.494
H: 3.84 -0.68 0.33  0.679
H: 3.50 -1.39 1.89  0.063
H: 5.24 0.55 1.77  0.468
H: 4.09 0.56 3.08  0.273
H: 4.50 2.77 1.63  0.533
H: 2.90 2.39 2.22  0.298
H: 3.91 1.54 -0.52  0.289
H: 2.93 2.95 -0.26  0.605
H: 1.71 0.74 -0.91  -0.396
H: 1.01 1.73 0.35  0.370
H: -0.14 -3.28 1.65  0.612
H: 2.18 -3.06 2.64  0.236
H: 0.90 -3.65 3.66  0.582
H: 2.08 -0.85 3.80  -0.256
H: 2.24 -2.14 4.95  0.477
H: 0.53 -0.45 5.64  0.431
H: -0.16 -2.05 5.47  0.334
H: -0.33 0.16 3.37  0.159
H: -1.63 -0.40 4.39  0.417
H: -1.78 -1.46 2.16  0.364
H: -1.50 -2.65 3.42  0.586

Results
multiplicity = 1
Kohn-Sham gap = 6.7 eV
total charge = 0


The following is a quantum chemistry calculation of a 2-piece molecular cluster, C34H43N2O3 overall at a distorted geometry, from the Open Molecules 2025 dataset.

Each line ends with the Mulliken charge.
Cartesian coordinates (Å):
C: 1.81 -7.72 -1.13  -1.188
N: 0.98 -7.05 -0.15  0.074
C: -0.33 -7.64 0.04  -1.199
C: 1.41 -5.98 0.58  1.049
C: 0.82 -5.68 1.83  -0.637
C: 1.20 -4.56 2.53  -0.685
C: 2.11 -3.60 1.97  -0.074
C: 2.36 -2.33 2.57  -0.871
C: 1.45 -1.62 3.39  0.253
C: 1.90 -0.50 4.16  -0.556
C: 1.08 0.21 5.00  -0.466
C: 1.52 1.47 5.78  2.356
C: 0.72 2.69 5.31  -1.664
C: 3.00 1.77 5.59  -2.189
C: 1.28 1.29 7.29  -1.775
C: -0.31 -0.25 5.16  1.559
O: -1.07 0.31 5.99  -0.845
C: -0.80 -1.36 4.35  -0.605
C: -2.28 -1.77 4.49  2.118
C: -2.65 -2.06 5.95  -1.795
C: -2.61 -3.03 3.68  -1.986
C: -3.18 -0.63 3.98  -1.711
C: 0.06 -1.95 3.46  -0.724
C: 2.78 -3.98 0.77  -0.828
C: 2.45 -5.13 0.09  -0.660
H: 2.86 -7.44 -1.02  0.405
H: 1.73 -8.81 -1.01  0.371
H: 1.49 -7.48 -2.16  0.327
H: -1.00 -6.93 0.52  0.420
H: -0.75 -7.92 -0.93  0.354
H: -0.27 -8.55 0.66  0.327
H: 0.06 -6.35 2.24  0.457
H: 0.80 -4.39 3.54  0.666
H: 3.33 -1.88 2.38  0.442
H: 2.96 -0.22 4.06  0.437
H: -0.35 2.52 5.47  0.355
H: 1.03 3.58 5.86  0.438
H: 0.89 2.86 4.24  0.353
H: 3.63 0.94 5.95  0.381
H: 3.24 1.98 4.54  0.435
H: 3.27 2.67 6.17  0.440
H: 1.86 0.43 7.66  0.356
H: 1.59 2.19 7.83  0.459
H: 0.22 1.10 7.47  0.350
H: -2.47 -1.18 6.57  0.333
H: -3.71 -2.34 6.02  0.473
H: -2.04 -2.89 6.34  0.375
H: -2.45 -2.87 2.61  0.383
H: -2.00 -3.88 4.02  0.351
H: -3.67 -3.29 3.82  0.436
H: -2.95 -0.42 2.93  0.333
H: -4.23 -0.93 4.05  0.436
H: -3.01 0.27 4.57  0.384
H: -0.32 -2.70 2.77  0.826
H: 3.53 -3.30 0.36  0.596
H: 2.93 -5.36 -0.86  0.311
C: 5.77 -4.37 -1.44  -1.044
C: 6.09 -2.92 -1.74  -0.307
O: 5.24 -2.08 -0.91  -0.204
C: 5.43 -0.75 -1.14  0.254
C: 4.78 0.06 -0.10  -0.120
N: 5.02 1.33 -0.08  -0.245
C: 4.87 2.19 0.88  -0.565
C: 5.11 3.61 0.74  0.841
C: 5.22 4.40 1.92  -0.585
C: 5.42 5.77 1.83  -0.444
C: 5.51 6.38 0.57  -0.391
C: 5.41 5.61 -0.60  -0.357
C: 5.23 4.23 -0.52  -0.490
O: 6.09 -0.32 -2.07  -0.720
H: 6.51 -5.01 -1.90  0.440
H: 5.76 -4.57 -0.36  0.296
H: 4.79 -4.65 -1.85  0.164
H: 7.14 -2.69 -1.49  0.307
H: 5.89 -2.68 -2.79  0.299
H: 4.15 -0.48 0.62  0.139
H: 4.59 1.84 1.89  0.067
H: 5.15 3.90 2.88  0.298
H: 5.51 6.36 2.74  0.339
H: 5.65 7.46 0.51  0.322
H: 5.48 6.10 -1.58  0.330
H: 5.17 3.62 -1.42  0.414

Results
ΔE to the lowest compared entry with this formula, charge and spin = 0.0 kcal per mole
multiplicity = 1
Kohn-Sham gap = 3.6 eV
total charge = -1


The following is a quantum chemistry calculation of C34H44BBaN11O4S5 as an isolated structure at a distorted geometry, from the Open Molecules 2025 dataset.

Each line ends with the Mulliken charge.
Cartesian coordinates (Å):
Ba: -0.83 -0.11 -0.43  2.360
C: -5.17 0.47 4.36  -1.495
C: -4.03 1.49 4.47  1.316
C: -4.20 2.30 5.76  -2.282
C: -4.04 2.45 3.28  -1.253
N: -2.74 0.79 4.50  0.506
C: -1.80 0.84 5.51  -0.763
C: -0.71 0.16 5.10  -1.010
N: -0.95 -0.33 3.85  0.761
B: 0.04 -0.96 2.87  0.590
N: -0.34 -2.42 2.61  0.813
C: -1.05 -3.23 3.46  -1.080
C: -1.22 -4.43 2.87  -0.707
N: -0.61 -4.38 1.63  0.434
C: -0.07 -3.13 1.49  0.217
S: 0.86 -2.59 0.20  -0.415
C: -0.54 -5.48 0.67  1.176
C: 0.92 -5.92 0.52  -1.649
C: -1.07 -5.01 -0.69  -1.473
C: -1.39 -6.66 1.14  -2.206
N: 1.45 -0.92 3.46  0.458
C: 2.16 -1.96 3.99  -0.761
C: 3.40 -1.52 4.30  -0.861
N: 3.47 -0.19 3.97  0.438
C: 2.26 0.17 3.45  0.340
S: 1.76 1.69 2.95  -0.643
C: 4.68 0.64 3.97  1.127
C: 5.82 -0.12 4.65  -2.104
C: 4.43 1.94 4.73  -1.521
C: 5.04 0.91 2.51  -1.440
C: -2.20 0.06 3.49  -0.323
S: -2.94 -0.40 2.06  0.124
H: -6.11 1.00 4.29  0.480
H: -5.19 -0.16 5.25  0.385
H: -5.04 -0.15 3.49  0.188
H: -5.16 2.81 5.72  0.457
H: -3.41 3.05 5.85  0.472
H: -4.19 1.66 6.63  0.473
H: -4.92 3.08 3.32  0.538
H: -4.05 1.90 2.35  -0.041
H: -3.15 3.08 3.30  0.392
H: -1.97 1.35 6.43  0.506
H: 0.21 -0.02 5.62  0.656
H: 0.02 -0.34 1.84  -0.848
H: -1.37 -2.88 4.42  0.653
H: -1.71 -5.30 3.24  0.592
H: 1.53 -5.08 0.18  0.300
H: 1.00 -6.72 -0.20  0.481
H: 1.32 -6.27 1.48  0.392
H: -0.43 -4.25 -1.11  0.414
H: -2.08 -4.61 -0.57  0.224
H: -1.11 -5.86 -1.37  0.586
H: -1.00 -7.09 2.07  0.492
H: -1.36 -7.43 0.38  0.448
H: -2.42 -6.35 1.29  0.462
H: 1.73 -2.93 4.11  0.602
H: 4.21 -2.06 4.73  0.517
H: 5.56 -0.39 5.67  0.463
H: 6.70 0.52 4.68  0.439
H: 6.09 -1.02 4.09  0.466
H: 4.10 1.74 5.74  0.377
H: 3.67 2.54 4.23  0.310
H: 5.36 2.52 4.77  0.478
H: 5.20 -0.03 1.98  0.368
H: 5.95 1.51 2.45  0.490
H: 4.23 1.45 2.02  0.266
O: -2.12 1.64 -1.09  -0.957
C: -3.30 1.75 -0.80  -0.318
C: -4.24 0.70 -0.57  0.777
C: -5.49 1.04 -0.04  0.039
C: -6.40 0.07 0.31  -0.731
C: -6.11 -1.30 0.08  -0.516
C: -4.91 -1.65 -0.45  -0.307
C: -3.90 -0.69 -0.77  0.093
O: -2.77 -1.06 -1.17  -0.964
N: -7.63 0.44 0.92  1.074
O: -8.47 -0.43 1.10  -0.655
O: -7.79 1.61 1.24  -0.647
H: -3.72 2.76 -0.66  0.369
H: -5.73 2.08 0.13  0.465
H: -6.85 -2.03 0.36  0.527
H: -4.67 -2.70 -0.60  0.407
N: 1.75 3.02 0.02  -0.277
C: 1.80 2.44 -1.19  0.419
N: 1.23 1.33 -1.54  0.027
C: 1.44 1.04 -2.86  0.133
C: 2.17 1.96 -3.55  -0.615
S: 2.65 3.26 -2.51  -0.270
C: 0.93 -0.19 -3.42  -0.584
C: 1.38 -0.80 -4.55  -0.523
S: 0.51 -2.26 -4.84  -0.270
C: -0.42 -1.95 -3.38  0.096
N: -0.08 -0.85 -2.77  -0.109
N: -1.36 -2.79 -2.94  -0.014
H: 1.53 2.45 0.84  -0.158
H: 2.36 3.80 0.19  0.272
H: 2.44 1.97 -4.58  0.455
H: 2.17 -0.51 -5.22  0.468
H: -1.66 -3.54 -3.53  0.238
H: -2.00 -2.41 -2.25  -0.096

Results
ΔE to the lowest compared entry with this formula, charge and spin = 39.7 kcal per mole
multiplicity = 1
Kohn-Sham gap = 7.2 eV
total charge = 0


Q: What is the formula in the third record?
A: C34H44BBaN11O4S5